2 unconnected molecules or ions with the total composition C5H12N2O at a distorted geometry. Source: the OMol25 dataset; level of theory: wB97M-V/def2-TZVPD.

Geometry as ORCA input:
```
! wB97M-V def2-TZVPD RIJCOSX def2/J DEFGRID3
* xyz 0 1
C -1.157 1.715 0.960
N -0.655 0.716 0.028
C 0.750 0.921 -0.563
C 0.813 0.468 -1.996
O 1.518 1.709 -0.043
H -1.680 2.499 0.412
H -0.326 2.147 1.520
H -1.872 1.238 1.634
H -1.344 0.354 -0.625
H 0.009 0.932 -2.573
H 0.693 -0.617 -2.045
H 1.778 0.742 -2.428
C -0.852 -2.174 0.446
C -0.047 -1.154 0.934
N 1.333 -1.135 0.565
H -1.914 -2.110 0.670
H -0.415 -3.136 0.191
H -0.169 -0.727 1.939
H 1.569 -1.829 -0.140
H 1.968 -0.558 1.116
*
```

For the electronic energy, the calculation gives -10404.8448 eV. As for the highest occupied orbital energy: -7.228 eV. The calculation puts the energy above the lowest of the compared OMol25 structures with the same formula, charge and spin at 345.3 kJ/mol. As for the SMILES: CNC(C)=O.C=CN. Its LUMO energy is 0.9 eV.